[1]
This record from the OMol25 dataset describes a cluster of 10 separate species, C8H34F6O9P in total at a distorted geometry. The level of theory is the ωB97M-V functional and the def2-TZVPD basis.

Each line ends with the Mulliken charge.
CARTESIAN COORDINATES (ANGSTROEM)
P 0.642 -0.652 2.002  1.173
F 0.344 0.908 2.321  -0.347
F 0.749 -0.855 3.644  -0.404
F -0.905 -1.201 2.199  -0.376
F 1.269 -2.121 1.862  -0.360
F 0.487 -0.562 0.424  -0.331
F 2.177 -0.210 1.932  -0.361
C 3.562 -5.411 -1.543  -0.479
O 4.436 -4.686 -0.677  -0.505
H 3.826 -6.465 -1.461  0.200
H 2.503 -5.318 -1.301  0.253
H 3.774 -5.072 -2.558  0.203
H 3.878 -4.055 -0.217  0.329
C -4.555 -5.166 -1.115  -0.485
O -5.056 -4.189 -0.284  -0.499
H -5.134 -6.089 -1.135  0.217
H -4.514 -4.743 -2.118  0.213
H -3.565 -5.430 -0.742  0.235
H -4.358 -3.539 -0.178  0.320
C 5.427 4.070 1.515  -0.502
O 6.020 5.103 2.229  -0.495
H 4.404 3.919 1.859  0.217
H 5.423 4.176 0.430  0.225
H 5.940 3.112 1.594  0.222
H 5.370 5.299 2.908  0.335
C -1.055 5.206 0.757  -0.424
O -1.222 6.442 0.050  -0.520
H -1.837 4.454 0.659  0.192
H -0.079 4.845 0.432  0.210
H -0.963 5.363 1.832  0.261
H -2.112 6.775 0.185  0.283
C 0.404 -0.346 -6.490  -1.003
C 0.567 -1.524 -5.547  -0.247
O -0.656 -2.033 -5.084  -0.508
H 1.433 -0.063 -6.715  0.322
H -0.152 0.445 -5.986  0.281
H -0.035 -0.551 -7.466  0.284
H 1.334 -1.260 -4.819  0.322
H 0.981 -2.316 -6.170  0.245
H -0.436 -2.558 -4.311  0.305
C -5.162 1.885 -1.692  -1.115
C -3.968 1.377 -2.446  -0.056
O -4.398 0.887 -3.678  -0.524
H -6.005 1.223 -1.492  0.308
H -5.494 2.822 -2.137  0.284
H -4.889 2.239 -0.698  0.340
H -3.565 0.575 -1.827  0.245
H -3.220 2.127 -2.703  0.218
H -3.759 0.206 -3.903  0.299
O 4.719 -0.294 6.142  -0.655
H 3.934 -0.421 5.610  0.344
H 4.865 0.652 6.134  0.312
O 1.669 2.809 5.606  -0.646
H 1.322 2.675 4.724  0.335
H 1.017 2.412 6.184  0.309
O -2.134 -1.766 7.884  -0.653
H -1.778 -1.827 6.997  0.342
H -1.470 -1.285 8.377  0.312

Atoms 1-3, force components in eV/Å:
P 0.9310 -0.9520 2.8184
F -1.4575 0.0242 -0.8861
F 0.2524 0.1853 0.0740

Values from the calculation:
Kohn-Sham gap = 10.469 eV
Charge = -1
E_LUMO = 2.01 eV
HOMO energy = -8.46 eV

***

[2]
This record from the OMol25 dataset describes a structure of composition C32H23AsN5O4RuS3 at a distorted geometry. The level of theory is the ωB97M-V functional and the def2-TZVPD basis.

Each line ends with the Mulliken charge.
CARTESIAN COORDINATES (ANGSTROEM)
Ru 1.313 0.006 -0.055  0.377
O 1.366 -0.551 -4.414  -0.536
C 1.359 -0.601 -3.099  -0.086
O 0.546 0.002 -2.430  -0.016
C 2.376 -1.470 -2.485  0.217
C 3.304 -2.230 -3.164  -0.767
C 4.100 -3.107 -2.436  -0.501
C 3.897 -3.225 -1.074  -0.822
C 2.958 -2.398 -0.476  0.364
N 2.268 -1.504 -1.163  0.562
C 2.542 -2.466 0.977  0.149
O 3.126 -3.204 1.744  -0.720
O 1.528 -1.703 1.265  -0.507
H 0.626 -0.001 -4.712  0.392
H 3.387 -2.122 -4.238  0.570
H 4.841 -3.721 -2.929  0.462
H 4.441 -3.934 -0.464  0.570
N 0.932 2.637 -2.796  -0.265
C 1.997 2.710 -1.968  0.066
N 2.220 1.940 -0.925  1.070
C 3.301 2.412 -0.196  -0.423
C 3.942 3.470 -0.727  -0.532
S 3.165 3.973 -2.174  -0.234
C 3.571 1.810 1.095  -0.473
C 4.418 2.285 2.023  -0.574
S 4.331 1.333 3.452  -0.234
C 3.117 0.333 2.712  0.056
N 2.842 0.688 1.465  0.936
N 2.509 -0.622 3.423  -0.257
H 0.299 1.862 -2.693  0.072
H 0.919 3.187 -3.635  0.239
H 4.805 3.994 -0.350  0.457
H 5.051 3.155 1.977  0.431
H 2.928 -0.930 4.282  0.225
H 1.918 -1.268 2.903  0.218
C -6.661 1.068 -0.558  -0.490
C -5.947 1.105 0.631  -0.902
C -4.560 1.023 0.616  0.002
C -3.882 0.915 -0.593  0.646
C -4.604 0.882 -1.785  -0.557
C -5.991 0.942 -1.767  -0.697
As -1.940 0.915 -0.789  0.318
C -1.697 -1.013 -0.536  0.640
C -1.793 -1.969 -1.540  -0.766
C -1.652 -3.312 -1.226  -0.733
C -1.426 -3.698 0.094  -0.921
C -1.380 -2.752 1.101  -0.419
C -1.524 -1.403 0.794  0.143
C -1.583 -0.304 1.766  0.355
C -1.789 -0.372 3.080  0.098
C -1.942 0.841 3.892  -0.759
C -1.889 2.073 3.386  -1.016
C -1.583 2.312 1.946  -0.347
C -1.336 1.036 1.121  -0.628
H -7.741 1.144 -0.542  0.381
H -6.466 1.208 1.576  0.427
H -4.014 1.035 1.554  0.164
H -4.075 0.803 -2.728  0.338
H -6.545 0.906 -2.697  0.397
H -1.982 -1.663 -2.563  0.463
H -1.736 -4.064 -2.001  0.444
H -1.290 -4.745 0.332  0.450
H -1.222 -3.056 2.129  0.383
H -1.901 -1.334 3.565  0.498
H -2.171 0.715 4.944  0.471
H -2.047 2.944 4.012  0.493
H -2.226 3.067 1.496  0.479
S 0.201 2.777 1.648  -0.202
C 0.152 1.234 0.923  1.360

Atoms 1-3, force components in eV/Å:
Ru 1.6587 2.7026 2.6324
O 0.1797 -0.0745 -0.3977
C 0.1401 -0.0014 -0.2024

Values from the calculation:
Kohn-Sham gap (alpha / beta) = 6.967 / 6.967 eV
Charge = +1
E_LUMO (alpha / beta) = -3.27 / -3.27 eV
HOMO energy (alpha / beta) = -10.23 / -10.23 eV

***

[3]
This record from the OMol25 dataset describes a cluster of 11 separate species, ClH20O10 in total at a distorted geometry. The level of theory is the ωB97M-V functional and the def2-TZVPD basis.

Each line ends with the Mulliken charge.
CARTESIAN COORDINATES (ANGSTROEM)
Cl -0.122 -0.312 -0.131  -0.992
O 1.989 2.204 0.363  -0.643
H 2.619 2.642 -0.175  0.279
H 1.263 1.784 -0.156  0.314
O 3.076 -0.775 -0.527  -0.584
H 2.245 -0.290 -0.768  0.245
H 3.676 -0.150 -0.138  0.287
O -2.671 1.681 -0.686  -0.638
H -3.231 1.668 0.109  0.332
H -2.054 0.979 -0.685  0.299
O -1.077 2.545 1.840  -0.587
H -1.683 3.318 1.738  0.279
H -1.069 2.078 1.012  0.328
O -2.234 -1.054 -2.418  -0.625
H -2.087 -1.729 -3.083  0.284
H -1.458 -1.031 -1.823  0.326
O 1.725 0.366 2.289  -0.662
H 1.159 -0.112 1.658  0.279
H 1.812 1.243 1.875  0.419
O -0.616 -2.363 2.028  -0.615
H -0.118 -2.088 2.781  0.306
H -0.047 -2.366 1.293  0.279
O 1.297 0.618 -2.796  -0.628
H 2.156 0.964 -2.488  0.337
H 0.827 0.261 -2.020  0.318
O 0.972 -2.684 -2.126  -0.621
H 0.242 -3.324 -2.066  0.296
H 0.696 -2.016 -1.539  0.300
O -2.688 -0.363 2.175  -0.632
H -1.839 -0.523 1.707  0.446
H -2.761 -1.175 2.758  0.275

Atoms 1-3, force components in eV/Å:
Cl -0.0953 0.1918 -0.4416
O -1.2441 -0.5832 0.4725
H 0.4661 0.4836 -1.0522

Values from the calculation:
Kohn-Sham gap = 10.073 eV
Charge = -1
E_LUMO = 2.92 eV
HOMO energy = -7.15 eV

***

[4]
This record from the OMol25 dataset describes a structure of composition C36H42ClN4OPPdSi2. The level of theory is the ωB97M-V functional and the def2-TZVPD basis.

Each line ends with the Mulliken charge.
CARTESIAN COORDINATES (ANGSTROEM)
Pd 0.436 -0.843 -0.668  -0.153
O 2.876 -1.967 -1.822  -0.470
N 2.453 -0.787 -1.240  0.660
C 3.356 0.031 -0.885  -0.469
C 3.161 1.336 -0.238  0.414
C 4.337 1.908 0.245  -0.767
C 4.323 3.119 0.919  -0.907
C 3.119 3.774 1.103  -0.692
C 1.946 3.225 0.601  -0.638
C 1.942 2.009 -0.068  0.561
P 0.408 1.383 -0.852  1.845
C 0.592 2.089 -2.515  0.660
C 0.781 1.241 -3.596  -0.517
C 1.001 1.765 -4.865  -0.926
C 1.034 3.136 -5.051  -0.598
C 0.854 3.992 -3.969  -0.796
C 0.640 3.471 -2.706  -0.408
C -0.940 2.259 -0.044  0.455
C -1.017 2.215 1.349  -0.349
C -2.100 2.781 2.001  -0.983
C -3.106 3.395 1.270  -0.726
C -3.029 3.447 -0.114  -0.528
C -1.950 2.878 -0.773  -1.126
H 3.802 -2.107 -1.564  0.328
H 4.398 -0.252 -1.043  0.368
H 5.274 1.383 0.108  0.413
H 5.245 3.538 1.297  0.407
H 3.084 4.715 1.634  0.437
H 1.013 3.754 0.744  0.393
H 0.751 0.168 -3.444  0.402
H 1.142 1.096 -5.704  0.463
H 1.203 3.543 -6.039  0.405
H 0.882 5.064 -4.112  0.434
H 0.508 4.141 -1.865  0.426
H -0.239 1.721 1.919  0.530
H -2.165 2.711 3.078  0.429
H -3.958 3.824 1.780  0.413
H -3.818 3.917 -0.687  0.422
H -1.909 2.904 -1.855  0.539
C -3.493 -2.808 -1.367  -1.141
Si -2.648 -1.144 -1.574  0.280
C -1.750 -1.176 -3.229  -0.793
C -3.987 0.150 -1.833  -1.274
N -1.539 -0.857 -0.273  0.512
C -1.899 -0.690 1.067  1.295
C -3.242 -0.581 1.429  -0.719
C -3.656 -0.355 2.736  -1.196
C -2.701 -0.232 3.728  -1.395
C -1.360 -0.367 3.398  -0.343
C -0.900 -0.620 2.094  0.114
N 0.428 -0.761 1.776  0.915
Si 1.702 -0.878 2.886  -0.043
C 2.182 0.759 3.688  -0.913
C 1.441 -2.157 4.254  -1.297
C 3.252 -1.514 2.004  -0.921
H -4.159 -3.013 -2.207  0.406
H -4.078 -2.861 -0.449  0.323
H -2.750 -3.609 -1.325  0.231
H -2.277 -1.863 -3.895  0.482
H -0.706 -1.486 -3.176  -0.215
H -1.764 -0.187 -3.694  0.325
H -4.532 -0.097 -2.747  0.447
H -3.539 1.134 -1.973  0.223
H -4.711 0.235 -1.026  0.397
H -4.003 -0.659 0.667  0.313
H -4.712 -0.272 2.961  0.389
H -2.985 -0.037 4.755  0.369
H -0.627 -0.258 4.187  0.224
H 1.354 1.197 4.251  0.274
H 2.477 1.477 2.918  0.062
H 3.025 0.639 4.373  0.469
H 0.504 -2.038 4.794  0.383
H 2.257 -2.123 4.980  0.427
H 1.442 -3.161 3.819  0.295
H 3.853 -0.707 1.586  0.207
H 2.976 -2.205 1.203  0.076
H 3.883 -2.057 2.710  0.557
Cl -0.015 -6.060 -3.092  -0.242
C 0.057 -5.147 -1.622  -0.161
C -0.061 -5.767 -0.390  -0.266
C -0.001 -4.975 0.742  -1.233
C 0.172 -3.606 0.609  -0.119
N 0.291 -3.028 -0.587  0.870
C 0.234 -3.777 -1.688  -0.636
H -0.200 -6.837 -0.330  0.470
H -0.094 -5.404 1.730  0.507
H 0.203 -2.912 1.445  0.214
H 0.330 -3.280 -2.642  0.504

Atoms 1-3, force components in eV/Å:
Pd -0.0730 0.3556 -0.0864
O 0.0486 -0.0334 0.0241
N -0.2804 -0.1771 0.3336

Values from the calculation:
Kohn-Sham gap = 4.985 eV
E_LUMO = -0.61 eV
HOMO energy = -5.59 eV

***

[5]
This record from the OMol25 dataset describes a structure of composition C41H43AsN7S2Ti at a distorted geometry. The level of theory is the ωB97M-V functional and the def2-TZVPD basis.

Each line ends with the Mulliken spin population.
CARTESIAN COORDINATES (ANGSTROEM)
Ti -0.620 -0.102 0.547  1.569
C -0.476 -2.672 2.573  0.047
C 0.897 -2.820 1.858  -0.007
N 0.816 -2.313 0.488  -0.019
C 0.261 -3.314 -0.432  0.021
C -0.529 -2.630 -1.537  -0.005
N -1.496 -1.694 -0.948  -0.029
C -2.659 -2.389 -0.379  0.017
C -2.486 -2.692 1.127  0.007
N -1.441 -1.882 1.789  0.040
H -0.314 -2.189 3.535  -0.003
H -0.889 -3.660 2.785  -0.001
H 1.209 -3.869 1.875  0.001
H 1.656 -2.258 2.398  0.002
H 1.746 -2.061 0.168  0.002
H -0.411 -3.965 0.128  -0.002
H 1.036 -3.954 -0.865  0.002
H -1.025 -3.384 -2.158  0.001
H 0.144 -2.065 -2.178  -0.001
H -1.817 -1.081 -1.693  0.006
H -2.835 -3.333 -0.905  0.000
H -3.549 -1.782 -0.531  0.001
H -2.241 -3.746 1.249  0.000
H -3.446 -2.538 1.621  0.000
H -1.886 -1.218 2.410  -0.032
N -0.790 0.509 3.549  0.031
C 0.562 0.292 3.210  0.095
C 1.498 0.170 4.222  -0.039
C 2.837 -0.008 3.910  0.071
C 3.181 -0.007 2.565  -0.035
C 2.194 0.122 1.619  0.084
N 0.864 0.219 1.891  -0.030
C -1.447 1.635 3.025  0.040
C -2.408 2.296 3.784  -0.006
C -2.986 3.434 3.262  0.001
C -2.573 3.885 2.014  -0.003
C -1.640 3.139 1.324  -0.002
N -1.104 2.006 1.795  0.008
H -0.952 0.399 4.538  -0.004
H 1.176 0.231 5.254  0.000
H 3.578 -0.107 4.690  0.003
H 4.210 -0.103 2.247  0.000
H 2.471 0.148 0.581  0.027
H -2.680 1.921 4.763  -0.001
H -3.731 3.977 3.829  0.000
H -2.971 4.792 1.583  0.000
H -1.317 3.437 0.336  -0.001
S -1.459 1.481 -1.504  -0.009
C -2.856 1.044 -0.665  0.024
N -2.817 0.420 0.497  0.030
C -4.086 0.246 1.032  0.033
C -4.411 -0.279 2.284  -0.005
C -5.739 -0.388 2.655  0.000
C -6.762 0.024 1.803  0.001
C -6.463 0.578 0.570  0.000
C -5.130 0.691 0.204  0.000
S -4.474 1.389 -1.251  0.002
H -3.632 -0.567 2.980  -0.007
H -5.987 -0.791 3.628  0.000
H -7.795 -0.076 2.109  0.000
H -7.245 0.922 -0.094  0.000
C 0.714 0.520 -6.430  0.002
C 0.397 1.575 -5.586  0.000
C 0.622 1.470 -4.223  0.007
C 1.180 0.312 -3.682  0.002
C 1.466 -0.750 -4.533  -0.001
C 1.240 -0.646 -5.898  -0.001
As 1.488 0.214 -1.738  0.054
C 2.143 2.043 -1.508  -0.006
C 1.673 2.809 -0.447  0.039
C 2.109 4.116 -0.272  -0.002
C 3.016 4.667 -1.163  0.000
C 3.494 3.909 -2.225  0.000
C 3.060 2.606 -2.397  -0.009
C 3.230 -0.741 -1.722  -0.002
C 3.275 -2.102 -2.032  -0.004
C 4.446 -2.834 -1.892  -0.001
C 5.595 -2.224 -1.413  0.002
C 5.563 -0.877 -1.082  0.000
C 4.394 -0.145 -1.233  0.008
H 0.549 0.606 -7.496  0.000
H -0.024 2.487 -5.990  0.000
H 0.358 2.298 -3.579  -0.002
H 1.887 -1.670 -4.146  -0.001
H 1.481 -1.477 -6.548  0.000
H 0.952 2.387 0.243  -0.009
H 1.738 4.705 0.557  0.000
H 3.351 5.689 -1.037  0.000
H 4.202 4.336 -2.924  0.000
H 3.432 2.014 -3.225  0.001
H 2.389 -2.607 -2.400  -0.001
H 4.462 -3.883 -2.158  0.000
H 6.508 -2.793 -1.296  0.000
H 6.454 -0.388 -0.707  0.000
H 4.395 0.905 -0.972  -0.001

Atoms 1-3, force components in eV/Å:
Ti -1.4876 -0.5018 -1.3553
C 0.2075 -0.0966 -0.1376
C -0.1854 0.0455 0.0157

Values from the calculation:
⟨S²⟩ = 2.012
Kohn-Sham gap (alpha / beta) = 5.715 / 7.756 eV
Charge = +1
E_LUMO (alpha / beta) = -2.26 / -2.27 eV
HOMO energy (alpha / beta) = -7.98 / -10.02 eV
2S+1 = 3